{"formula": "C12H27AsI2O4ReS4Si", "method": "wB97M-V/def2-TZVPD", "elements": ["Re", "S", "As", "S", "S", "S", "I", "I", "C", "C", "C", "C", "O", "Si", "O", "O", "C", "C", "C", "C", "O", "C", "C", "C", "C", "H", "H", "H", "H", "H", "H", "H", "H", "H", "H", "H", "H", "H", "H", "H", "H", "H", "H", "H", "H", "H", "H", "H", "H", "H", "H", "H"], "coordinates": [[-2.41, 0.59, 1.98], [-4.50, -2.53, 5.53], [-3.08, -1.65, 4.21], [-2.39, 0.46, 4.27], [-3.28, -1.51, 2.00], [-2.45, -3.30, 5.39], [-3.31, 3.10, 2.49], [-4.17, 4.43, 0.34], [2.09, -2.19, 1.70], [1.65, -2.55, 0.30], [2.75, -2.41, -0.73], [0.96, -3.90, 0.23], [0.55, -1.56, -0.08], [0.58, -0.04, -0.45], [-0.82, 0.53, 1.54], [-0.64, 0.57, -1.25], [-1.98, 0.22, -1.69], [-2.12, 0.77, -3.10], [-2.21, -1.28, -1.64], [-2.93, 1.01, -0.79], [1.79, 0.88, -0.11], [2.22, 2.29, -0.45], [2.31, 2.37, -1.96], [3.56, 2.45, 0.22], [1.17, 3.22, 0.12], [2.85, -2.89, 2.03], [1.26, -2.24, 2.40], [2.53, -1.19, 1.73], [3.53, -3.14, -0.51], [3.21, -1.42, -0.68], [2.38, -2.60, -1.73], [1.68, -4.67, 0.50], [0.60, -4.11, -0.78], [0.13, -3.94, 0.93], [-1.38, 0.29, -3.75], [-1.96, 1.84, -3.12], [-3.11, 0.54, -3.50], [-1.54, -1.79, -2.33], [-3.23, -1.51, -1.94], [-2.04, -1.69, -0.64], [-2.53, 1.99, -0.55], [-3.20, 0.38, 0.15], [-3.93, 1.11, -1.20], [3.02, 1.64, -2.34], [2.66, 3.36, -2.25], [1.34, 2.21, -2.43], [4.28, 1.73, -0.17], [3.47, 2.32, 1.30], [3.94, 3.45, 0.02], [0.20, 3.05, -0.35], [1.46, 4.25, -0.06], [1.08, 3.08, 1.20]], "nbo_charge": [0.9643, 0.0619, 0.8882, -0.1009, -0.1499, 0.0612, 0.3460, 0.2548, -0.6448, 0.3179, -0.6605, -0.6339, -0.9931, 2.5729, -0.4726, -0.9575, 0.2704, -0.6234, -0.6500, -0.5455, -0.9763, 0.3148, -0.6509, -0.6364, -0.6459, 0.2588, 0.2015, 0.2260, 0.2640, 0.2232, 0.2317, 0.2533, 0.2329, 0.2082, 0.2534, 0.2328, 0.2454, 0.2586, 0.2527, 0.2067, 0.2471, 0.1142, 0.2901, 0.2384, 0.2585, 0.2097, 0.2371, 0.2261, 0.2491, 0.1949, 0.2587, 0.2162], "homo_energy_ev": -18.2, "homo_lumo_gap_ev": 6.31, "e_tot_ev": -151437.3242, "charge": 3}